A 2-piece molecular cluster, C4H12OSi overall, computed with the ωB97M-V functional and the def2-TZVPD basis.

Output
- total charge = 0
- max |F| (eV/A) = 4.345
- HOMO level (eV) = -8.0
- E_tot (eV) = -14263.7574
- LUMO (eV) = 0.25

CARTESIAN COORDINATES (ANGSTROEM)
C (1.785, -0.734, 1.535)
H (-1.871, -1.476, 0.615)
H (-0.642, 0.602, -3.251)
H (1.408, 0.076, -1.599)
C (-0.863, 0.101, -2.250)
H (-0.228, -2.192, -0.953)
C (0.349, -0.278, -1.327)
H (0.066, 2.439, 0.894)
H (-1.383, 0.905, -1.786)
H (1.525, -0.675, 2.542)
H (-1.596, -0.760, -2.476)
C (-0.531, 1.582, 1.114)
H (2.649, -0.397, 1.151)
H (-1.381, 1.733, 0.541)
H (-0.740, 1.545, 2.171)
H (1.854, -1.785, 1.324)
Si (0.320, 0.007, 0.577)
O (0.498, -1.716, -1.366)

Charges computed using Löwdin, reported in e: number 1, C, carries -0.155; number 2, H, carries -0.029; number 3, H, carries 0.085; number 4, H, carries 0.122; number 5, C, carries -0.099; number 6, H, carries 0.015; number 7, C, carries -0.506; number 8, H, carries 0.021; number 9, H, carries 0.022; number 10, H, carries 0.009; number 11, H, carries 0.104; number 12, C, carries -0.219; number 13, H, carries -0.012; number 14, H, carries -0.008; number 15, H, carries 0.027; number 16, H, carries 0.035; number 17, Si, carries 0.782; number 18, O, carries -0.195